DFT (ωB97M-V/def2-TZVPD) results for a structure of composition C24H37Cl2FeN3O2PS2.

Last column: Mulliken charge in e.
Positions of all 72 atoms, in Å:
1 Fe 0.2124 -1.2147 0.2210  -0.03
2 Cl -0.6467 -2.9063 -1.3024  -0.29
3 C 0.8450 -3.2523 -2.1785  0.94
4 C 0.6909 -3.8342 -3.4233  -0.86
5 C 1.8269 -4.1380 -4.1530  -0.39
6 C 3.0735 -3.8549 -3.6182  -0.74
7 C 3.1885 -3.2745 -2.3641  0.26
8 Cl 4.7808 -2.9558 -1.7738  -0.19
9 C 2.0700 -2.9463 -1.5778  -0.18
10 S 2.2608 -2.2222 0.0132  -0.50
11 H -0.2975 -4.0606 -3.8021  0.46
12 H 1.7414 -4.6034 -5.1256  0.42
13 H 3.9744 -4.0896 -4.1684  0.44
14 S -0.4761 2.7521 0.5932  -0.45
15 C 0.7402 3.7868 0.1011  0.17
16 N 2.0173 3.5742 0.5643  0.09
17 C 3.0858 4.3169 0.2247  -0.01
18 C 2.9150 5.3766 -0.6025  -0.65
19 C 1.5997 5.5834 -1.0616  -0.05
20 N 0.5647 4.8381 -0.7533  -0.46
21 H 2.1314 2.7533 1.1436  0.13
22 H 4.0363 4.0211 0.6454  0.41
23 H 3.7386 6.0070 -0.8974  0.42
24 H 1.3955 6.4139 -1.7310  0.42
25 C -2.2081 -2.5567 4.3013  -1.65
26 C -1.8380 -2.5459 2.8171  0.74
27 C -0.8501 -3.6809 2.5132  -1.30
28 P -1.2167 -0.9480 2.1433  0.26
29 C -0.2212 -0.0025 3.3680  1.27
30 C -0.9329 0.5318 4.6110  -1.52
31 C 1.0601 -0.7566 3.7364  -1.44
32 C -2.6733 0.1048 1.7243  1.05
33 C -3.0576 -0.0972 0.2540  -1.12
34 C -3.8936 -0.0834 2.6244  -1.62
35 H -2.7141 -3.4959 4.5347  0.49
36 H -2.8694 -1.7448 4.5898  0.29
37 H -1.3127 -2.5096 4.9225  0.30
38 H -2.7433 -2.7244 2.2260  0.43
39 H 0.0752 -3.5610 3.0809  0.27
40 H -0.5835 -3.7373 1.4581  0.19
41 H -1.2879 -4.6401 2.7967  0.48
42 H 0.0510 0.8647 2.7558  -0.26
43 H -1.2024 -0.2571 5.3089  0.24
44 H -1.8294 1.1016 4.3646  0.33
45 H -0.2581 1.2133 5.1339  0.47
46 H 0.8461 -1.6309 4.3550  0.24
47 H 1.7197 -0.1057 4.3131  0.45
48 H 1.6243 -1.1012 2.8661  0.24
49 H -2.3009 1.1263 1.8355  0.17
50 H -3.3445 -1.1357 0.0576  0.31
51 H -2.2385 0.1710 -0.4179  -0.12
52 H -3.9115 0.5341 0.0004  0.50
53 H -4.3075 -1.0896 2.5327  0.34
54 H -4.6726 0.6174 2.3175  0.47
55 H -3.6836 0.1037 3.6754  0.31
56 O 2.1575 1.2260 -0.9958  -0.60
57 C 1.2491 0.7843 -1.6519  0.05
58 O 0.2447 0.0480 -1.2692  0.35
59 C 1.2358 1.0677 -3.1525  0.02
60 N -0.0256 0.4255 -3.7205  0.06
61 C -0.9102 1.5265 -4.2480  -0.68
62 C -0.4388 2.7547 -3.4818  -0.35
63 C 1.0791 2.5587 -3.4442  -0.65
64 H 2.1175 0.6136 -3.5981  0.47
65 H -0.4201 -0.0087 -2.8713  -0.04
66 H 0.1643 -0.3086 -4.3986  0.40
67 H -1.9510 1.2486 -4.1031  0.39
68 H -0.7092 1.6292 -5.3125  0.37
69 H -0.8488 2.7746 -2.4690  0.06
70 H -0.7356 3.6701 -3.9887  0.52
71 H 1.5698 3.1390 -2.6637  0.04
72 H 1.5277 2.8161 -4.4050  0.45

The calculation puts the energy relative to the best compared isomer or geometry (same formula, charge and spin) at 0.603 eV. As for the highest occupied orbital energy (spin up / spin down): -10.24 / -10.31 eV. Its charge is +1. As for the LUMO energy (spin up / spin down): -2.388 / -2.428 eV. The calculation puts the electronic energy at -124442.3289 eV. Its multiplicity is 5.

=====

DFT (ωB97M-V/def2-TZVPD) results for a cluster of 3 separate species, C3H15N2O3 in total at a distorted geometry.

Last column: Mulliken charge in e.
Positions of all 23 atoms, in Å:
1 N -0.0366 -0.6388 1.0218  -2.08
2 C -0.5747 0.8354 0.9336  -0.65
3 C 0.2581 1.7013 1.9307  -0.78
4 O 0.0133 1.0789 3.1522  -0.11
5 C -0.2774 1.2140 -0.4643  -0.08
6 N -1.2377 0.5464 -1.2825  -0.64
7 H -0.0013 -0.8468 1.9678  0.74
8 H 0.9727 -0.6102 0.6393  0.64
9 H -0.6430 -1.2740 0.4155  0.77
10 H -1.6135 0.8075 1.3214  0.03
11 H -0.1962 2.7643 1.9316  0.39
12 H 1.3694 1.6965 1.7623  0.24
13 H -0.3725 1.8610 3.6729  0.26
14 H -0.4746 2.2979 -0.4904  0.43
15 H 0.8555 1.0830 -0.6229  0.34
16 H -1.7217 1.2396 -1.8477  0.32
17 H -0.9751 -0.2029 -1.8568  0.26
18 H -0.5628 -2.3932 -3.3415  0.35
19 H 0.0256 -3.5226 -2.3927  0.37
20 O -0.2560 -2.5637 -2.4443  -0.90
21 H 1.1172 -1.6648 -1.5886  0.35
22 H 2.5263 -1.9240 -1.3713  0.26
23 O 1.8048 -1.4849 -1.0460  -0.51

The calculation puts the energy relative to the best compared isomer or geometry (same formula, charge and spin) at 2.718 eV. As for the highest occupied orbital energy (spin up / spin down): -2.43 / -9.67 eV. Its charge is 0. As for the LUMO energy (spin up / spin down): 0.451 / 0.396 eV. The calculation puts the electronic energy at -12472.4363 eV. Its multiplicity is 2.

=====

DFT (ωB97M-V/def2-TZVPD) results for a cluster of 10 separate species, BrH18O9 in total.

Last column: Mulliken charge in e.
Positions of all 28 atoms, in Å:
1 Br -0.0228 0.2899 0.4711  -0.76
2 O 2.7910 1.8229 -0.8697  -0.62
3 H 2.6151 2.7047 -1.1980  0.29
4 H 1.9939 1.5785 -0.3995  0.26
5 O -1.8524 2.8554 -1.0351  -0.62
6 H -2.2731 3.0719 -0.2030  0.29
7 H -1.0842 2.3403 -0.7887  0.36
8 O 0.2048 2.8474 2.8083  -0.62
9 H -0.4084 2.3523 2.2651  0.30
10 H 0.6197 2.1877 3.3641  0.30
11 O -3.3208 -0.3627 1.0969  -0.58
12 H -3.3820 -0.3961 2.0516  0.29
13 H -2.4181 -0.0959 0.9235  0.32
14 O 0.1860 -0.5063 -3.0600  -0.62
15 H 0.1494 0.0268 -2.2658  0.31
16 H 0.5211 0.0872 -3.7321  0.26
17 O 3.2538 0.1006 2.0152  -0.60
18 H 2.3623 0.2949 1.7258  0.27
19 H 3.1421 -0.3350 2.8603  0.28
20 O -1.9727 -1.3606 -1.4679  -0.63
21 H -1.1907 -1.3767 -2.0198  0.44
22 H -1.6831 -0.9496 -0.6534  0.01
23 O 1.2884 -2.7862 -1.4112  -0.61
24 H 0.8985 -1.9803 -1.0725  0.33
25 H 1.9222 -2.4901 -2.0646  0.28
26 O -1.0509 -3.4291 1.1401  -0.64
27 H -0.8463 -2.5281 0.8898  0.38
28 H -0.4430 -3.9639 0.6295  0.32

The calculation puts the energy relative to the best compared isomer or geometry (same formula, charge and spin) at 0.768 eV. As for the highest occupied orbital energy: -6.69 eV. Its charge is -1. As for the LUMO energy: 2.872 eV. The calculation puts the electronic energy at -88766.1880 eV.

=====

DFT (ωB97M-V/def2-TZVPD) results for a structure of composition C4H2LiO2Sr at a distorted geometry.

Last column: Mulliken charge in e.
Positions of all 10 atoms, in Å:
1 H -2.9387 2.4471 0.9549  -0.49
2 C -1.4705 -0.5359 -0.1088  0.58
3 C -0.4330 -1.1960 0.3652  -0.95
4 C 0.9093 -0.7547 0.1397  -0.13
5 C 2.0514 -0.4220 -0.1213  0.51
6 O 3.2570 -0.1298 -0.3444  -0.79
7 O -2.4217 -0.0606 -0.6163  -0.33
8 Li -3.5691 1.5452 -0.4029  0.39
9 Sr 5.2835 1.2689 -0.6931  1.89
10 H -0.6682 -2.1621 0.8269  0.32

As for the highest occupied orbital energy: -8.32 eV. Its charge is +1. As for the LUMO energy: -6.519 eV. The calculation puts the electronic energy at -9304.3627 eV.

=====

DFT (ωB97M-V/def2-TZVPD) results for a structure of composition C18H32F12InN2O20S7 at a distorted geometry.

Last column: Mulliken charge in e.
Positions of all 92 atoms, in Å:
1 In 9.8021 -1.5605 33.8193  1.05
2 C 6.9530 -4.3246 30.8413  0.59
3 F 8.0642 -4.3901 30.0864  -0.19
4 F 6.4728 -3.0486 30.8603  -0.16
5 F 6.0335 -5.1290 30.2677  -0.18
6 S 7.5087 -4.9451 32.6967  0.51
7 O 6.7518 -4.1704 33.6479  -0.55
8 O 7.2774 -6.3647 32.5714  -0.50
9 N 9.1532 -4.2476 32.9707  0.13
10 S 10.0029 -5.5492 33.3650  0.52
11 O 11.2035 -5.0491 33.9428  -0.44
12 O 9.3878 -6.7176 34.1127  -0.59
13 C 10.6207 -6.2649 31.5924  0.49
14 F 11.1853 -5.2935 30.8855  -0.20
15 F 11.6276 -7.1130 31.7387  -0.15
16 F 9.5364 -6.9069 30.9635  -0.20
17 C 5.5712 0.3036 31.9411  0.64
18 F 5.3048 0.2713 30.6863  -0.15
19 F 4.5965 1.0829 32.5615  -0.21
20 F 5.6086 -0.9014 32.5076  -0.19
21 S 7.3194 1.1817 32.3782  0.91
22 O 7.3634 2.5487 31.9146  -0.50
23 O 7.4351 0.9173 33.7764  -0.60
24 N 8.4304 0.0406 31.6984  -0.12
25 S 8.7903 0.6701 30.3397  0.90
26 O 7.6236 1.0096 29.4639  -0.39
27 O 9.8036 1.6787 30.4500  -0.46
28 C 9.7383 -0.7431 29.4674  0.68
29 F 10.6744 -1.1617 30.2864  -0.21
30 F 8.8238 -1.6445 29.3056  -0.18
31 F 10.2035 -0.3763 28.2571  -0.18
32 C 15.0315 -9.6673 34.8110  -0.55
33 C 14.1754 -10.5604 33.9768  -0.61
34 C 12.8266 -9.8336 33.7822  -0.62
35 S 12.4883 -8.7044 35.1950  1.14
36 O 11.5238 -9.2006 36.1997  -0.80
37 O 12.5479 -7.3866 34.7921  -0.27
38 C 14.0725 -9.1922 35.9472  -0.78
39 H 15.6184 -8.9337 34.2583  0.16
40 H 15.7952 -10.2843 35.2844  0.40
41 H 13.9314 -11.4245 34.5948  0.28
42 H 14.5304 -10.8518 32.9883  0.37
43 H 12.0074 -10.5516 33.7438  0.48
44 H 12.9973 -9.1070 32.9878  0.18
45 H 13.7581 -9.9975 36.6112  0.43
46 H 14.5071 -8.3616 36.5032  0.31
47 C 13.5406 -4.1772 39.1576  -0.72
48 C 12.8143 -5.5739 38.8780  -0.57
49 C 12.5745 -5.6512 37.3752  -0.37
50 S 12.9503 -3.8310 36.6456  0.94
51 O 11.8335 -3.3075 35.8572  -0.54
52 O 14.3037 -3.8339 36.1163  -0.92
53 C 13.0294 -3.0327 38.3434  -0.77
54 H 14.6013 -4.1393 39.4060  0.38
55 H 13.1229 -3.9544 40.1395  0.36
56 H 11.9170 -5.5314 39.4954  0.35
57 H 13.5041 -6.3683 39.1633  0.21
58 H 11.6001 -6.0367 37.0752  0.52
59 H 13.4815 -6.1552 37.0415  -0.05
60 H 11.9750 -2.8085 38.5051  0.36
61 H 13.5561 -2.0843 38.2379  0.49
62 C 7.3075 -7.1985 28.2385  0.15
63 C 8.4483 -7.5480 27.3873  -0.20
64 O 8.1254 -8.4007 26.3402  -0.42
65 S 6.4528 -8.7759 26.3962  1.07
66 O 6.2619 -10.2333 26.5475  -0.50
67 O 5.8182 -7.9459 25.4119  -0.49
68 O 6.3593 -8.1040 27.8810  -0.37
69 H 6.9545 -6.2126 27.9358  0.07
70 H 7.3525 -7.1970 29.3276  0.12
71 H 9.2615 -8.0257 27.9337  0.24
72 H 8.9993 -6.7958 26.8229  0.31
73 C 16.2081 -4.7897 33.4866  -0.19
74 C 15.3485 -4.5998 32.1800  -0.36
75 O 13.9533 -4.2825 32.4694  -0.27
76 O 16.1961 -3.5422 34.1802  -0.24
77 H 17.2422 -4.9525 33.1828  0.37
78 H 15.8405 -5.7007 33.9587  0.26
79 H 15.4188 -5.3949 31.4376  0.36
80 H 15.7456 -3.6716 31.7692  0.33
81 H 13.5676 -4.9856 32.9971  0.22
82 H 15.4794 -3.5981 34.8164  0.67
83 C 3.5906 -4.0751 34.3062  0.01
84 C 3.6126 -5.5414 33.8900  -0.19
85 O 2.4376 -5.9313 33.2983  -0.28
86 O 3.6903 -3.0838 33.2630  -0.35
87 H 4.5404 -3.8920 34.8087  0.24
88 H 2.7502 -3.7957 34.9416  0.40
89 H 3.9174 -6.1892 34.7120  0.37
90 H 4.2357 -5.6438 33.0016  0.11
91 H 1.8693 -6.0652 34.0603  0.40
92 H 4.4527 -2.5508 33.5000  0.31

As for the highest occupied orbital energy (spin up / spin down): -13.44 / -13.44 eV. Its charge is +2. As for the LUMO energy (spin up / spin down): -10.420 / -10.820 eV. The calculation puts the electronic energy at -176710.7233 eV. Its multiplicity is 2.

=====

DFT (ωB97M-V/def2-TZVPD) results for a cluster of 2 separate species, C5H8N2S in total at a distorted geometry.

Last column: Mulliken charge in e.
Positions of all 16 atoms, in Å:
1 C -0.5780 -1.7432 0.0030  -0.60
2 C -1.7885 -2.3329 -0.2916  -0.16
3 C -1.7965 0.1169 -0.7004  -0.43
4 C -0.6251 -0.4186 -0.2845  0.28
5 C 2.1463 0.6027 -0.0320  -0.85
6 N 0.5788 2.0780 0.8931  -0.35
7 N 0.9123 1.2975 -0.1108  -0.10
8 S -2.9653 -1.2134 -0.7833  -0.13
9 H 0.3185 -2.3159 -0.0536  0.29
10 H -2.1049 -3.4011 -0.1812  0.35
11 H -2.1093 1.1747 -1.0108  0.31
12 H 2.4136 0.3361 1.0011  0.30
13 H 2.1542 -0.1700 -0.8156  0.30
14 H 2.8487 1.3236 -0.3747  0.38
15 H 0.7291 1.8944 1.9090  0.21
16 H -0.1336 2.7712 0.8325  0.21

The calculation puts the energy relative to the best compared isomer or geometry (same formula, charge and spin) at 5.469 eV. As for the highest occupied orbital energy (spin up / spin down): -7.78 / -7.53 eV. Its charge is 0. As for the LUMO energy (spin up / spin down): 0.821 / 0.459 eV. The calculation puts the electronic energy at -19124.9526 eV.

=====

DFT (ωB97M-V/def2-TZVPD) results for the ion C16H24NO4 with charge +1 at a distorted geometry.

Last column: Mulliken charge in e.
Positions of all 45 atoms, in Å:
1 O -2.1279 -0.8514 1.9769  -0.63
2 C -1.7431 -1.2699 0.6839  0.35
3 C -0.2325 -1.4766 0.5352  -0.82
4 O 0.0085 -1.7346 -0.8236  -0.24
5 C 1.3612 -2.0773 -1.1071  -1.05
6 C 2.3321 -0.9638 -0.8010  0.39
7 C 2.0986 0.3046 -1.3112  -0.30
8 C 2.9568 1.3713 -1.0558  -1.03
9 C 4.0601 1.1121 -0.2795  0.96
10 C 4.3026 -0.1645 0.2383  0.79
11 C 3.4502 -1.2140 0.0002  -0.99
12 O 5.4501 -0.1444 0.9723  -0.49
13 C 5.9522 1.1742 0.8777  -0.25
14 O 5.0515 1.9571 0.1192  -0.47
15 C -2.1968 -0.1537 -0.2687  -1.00
16 N -3.5684 0.2726 0.0867  0.30
17 C -3.8664 1.6722 -0.2961  -0.56
18 C -5.2140 2.0981 0.2734  -0.69
19 C -6.3207 1.1729 -0.2227  -0.63
20 C -5.9738 -0.2706 0.1274  -0.69
21 C -4.6107 -0.6381 -0.4445  -0.65
22 H -1.6912 -1.3904 2.6451  0.41
23 H -2.2425 -2.2161 0.4267  0.27
24 H 0.0943 -2.3252 1.1564  0.42
25 H 0.3061 -0.5771 0.8706  0.38
26 H 1.6375 -2.9835 -0.5529  0.40
27 H 1.3606 -2.3030 -2.1764  0.28
28 H 1.2277 0.4630 -1.9295  0.51
29 H 2.7769 2.3539 -1.4572  0.43
30 H 3.6507 -2.1923 0.4042  0.39
31 H 6.0555 1.6027 1.8857  0.25
32 H 6.9364 1.1603 0.3841  0.26
33 H -2.1440 -0.4945 -1.3016  0.31
34 H -1.5228 0.6953 -0.1395  0.39
35 H -3.5927 0.2098 1.1183  0.43
36 H -3.0738 2.3185 0.0848  0.40
37 H -3.8741 1.7311 -1.3868  0.38
38 H -5.4154 3.1248 -0.0298  0.37
39 H -5.1744 2.0778 1.3646  0.32
40 H -7.2689 1.4494 0.2348  0.34
41 H -6.4319 1.2748 -1.3032  0.33
42 H -6.7220 -0.9493 -0.2805  0.36
43 H -5.9659 -0.4000 1.2117  0.31
44 H -4.3518 -1.6640 -0.1821  0.36
45 H -4.6157 -0.5446 -1.5329  0.42

The calculation puts the energy relative to the best compared isomer or geometry (same formula, charge and spin) at 0.758 eV. As for the highest occupied orbital energy: -10.25 eV. Its charge is +1. As for the LUMO energy: -2.292 eV. The calculation puts the electronic energy at -26654.9328 eV. Its structure (SMILES) is O[C@H](COCc1ccc2c(c1)OCO2)C[NH+]1CCCCC1.

=====

DFT (ωB97M-V/def2-TZVPD) results for the molecule C4H9NO at a distorted geometry.

Last column: Mulliken charge in e.
Positions of all 15 atoms, in Å:
1 C -2.3402 -0.4996 -0.0606  -1.33
2 C -0.8388 -0.2879 0.0298  -0.08
3 O -0.5727 1.1073 0.3191  -0.33
4 C 0.7184 1.4997 0.5040  0.14
5 N 1.8336 0.9156 0.4623  -0.45
6 C 2.1775 -0.3074 -0.1863  -0.70
7 H -2.8285 -0.2952 0.8963  0.32
8 H -2.7775 0.1473 -0.8261  0.33
9 H -2.5560 -1.5403 -0.3338  0.38
10 H -0.4117 -0.9256 0.8138  0.29
11 H -0.3645 -0.5497 -0.9220  0.27
12 H 1.0600 2.5230 0.4481  0.36
13 H 1.9208 -0.1916 -1.2509  0.30
14 H 1.7159 -1.2118 0.2190  0.24
15 H 3.2637 -0.3838 -0.1128  0.26

The calculation puts the energy relative to the best compared isomer or geometry (same formula, charge and spin) at 2.572 eV. As for the highest occupied orbital energy: -8.98 eV. Its charge is 0. As for the LUMO energy: 0.902 eV. The calculation puts the electronic energy at -7829.7484 eV. Its structure (SMILES) is CCO/C=N\C.

=====

In the order shown, the computed M values come out to 621.4 127.2 242.0 176.6 1163.7 128.2 294.4 87.1 g/mol.